(w)
23
Properties=species:S:1:pos:R:3 method="wB97M-V/def2-TZVPD" gap_ev=10.01 e_homo_ev=-8.988 molar_mass_g_mol=122.2
C 0.5036 1.5746 -3.0361
C 1.5641 -0.6176 -2.5356
C 0.5364 0.3120 -2.2232
C 1.6804 -1.7852 -1.8066
C 0.8504 -1.9813 -0.7047
C -0.1958 0.1634 -1.0476
C 0.0088 -0.9714 -0.2822
H 2.3885 -0.2996 -3.1563
H 2.4630 -2.4947 -2.0834
H 0.0230 2.3877 -2.4745
H -0.1302 1.5111 -3.9355
H 0.9497 -2.8661 -0.0770
H -0.8009 1.0046 -0.7157
H -0.4987 -1.1353 0.6650
H 1.4590 1.9926 -3.3563
C -1.1339 -0.1155 3.8356
C -1.6252 0.9752 2.8546
H -0.6795 0.2280 4.7549
H -1.9122 -0.8250 4.1286
H -0.3528 -0.6721 3.2987
H -2.1275 1.7571 3.4368
H -0.7420 1.3841 2.3690
H -2.2281 0.4736 2.0915



(x)
23
Properties=species:S:1:pos:R:3 method="wB97M-V/def2-TZVPD" gap_ev=9.90 e_homo_ev=-8.867 molar_mass_g_mol=122.2
C -0.6157 2.3658 0.4295
C -1.1555 -1.3619 0.4542
C -0.5865 -1.7872 1.6323
C -1.0297 0.0254 -0.0261
C -0.4801 0.9724 0.8952
C 0.0255 -0.7126 2.3580
C 0.0076 0.6387 2.1567
H -1.6643 -2.0076 -0.2532
H -0.5220 -2.7281 2.0292
H -1.3702 0.2296 -0.9851
H 0.6401 -1.1345 3.3095
H -1.5491 2.8359 0.8975
H -0.8107 2.3450 -0.6263
H 0.5746 1.3672 2.8136
H 0.3255 2.9656 0.5302
C 1.0767 0.0612 -3.5701
C 1.9814 -0.6175 -2.5668
H 0.2050 -0.4967 -3.8851
H 0.6008 0.9882 -3.0856
H 1.4722 0.4044 -4.3533
H 2.8868 -0.0738 -2.5800
H 2.1884 -1.5571 -2.8731
H 1.6796 -0.6442 -1.5163



(y)
23
Properties=species:S:1:pos:R:3 method="wB97M-V/def2-TZVPD" gap_ev=9.89 e_homo_ev=-8.929 molar_mass_g_mol=122.2
C -3.1231 2.4803 -0.7138
C -2.6113 3.0542 0.6116
H -3.3910 1.4378 -0.5738
H -3.8660 3.1097 -1.1808
H -2.2438 2.5471 -1.3600
H -3.3169 2.9193 1.4134
H -2.4462 4.1311 0.6751
H -1.6780 2.5684 0.8834
C 0.8607 -2.1157 2.0029
C 1.9971 -1.2052 -1.9596
C 0.8746 -0.5980 -1.4177
C 2.9683 -1.7257 -1.1141
C 0.5022 -0.8298 -0.0925
C 2.6415 -1.8824 0.2251
C 1.3953 -1.5276 0.7337
H 2.1373 -1.1668 -3.0337
H 0.2692 0.1004 -1.9831
H 3.9162 -2.0696 -1.5030
H -0.3250 -0.2464 0.2859
H 3.3736 -2.1037 0.9874
H 1.5023 -2.0975 2.8765
H 0.6093 -3.1749 1.9095
H -0.0463 -1.6049 2.3277



Least stable of them? (x).



(w)
23
Properties=species:S:1:pos:R:3 method="wB97M-V/def2-TZVPD" gap_ev=9.93 e_homo_ev=-9.008 molar_mass_g_mol=122.2
C 0.4837 -2.1507 -2.4166
C -1.3956 -0.9963 1.2686
C -0.0665 -0.7054 1.0574
C -2.1690 -1.3612 0.1643
C 0.6116 -1.1613 -0.0798
C -1.5389 -1.7171 -1.0206
C -0.1295 -1.7196 -1.1154
H -1.8461 -0.7649 2.2248
H 0.5443 -0.2380 1.8204
H -3.2507 -1.3430 0.1989
H 1.6052 -0.7961 -0.3126
H -2.0703 -1.6554 -1.9630
H 0.7452 -3.2101 -2.3598
H 1.3756 -1.5645 -2.6368
H -0.2129 -2.0430 -3.2455
C 1.0799 4.2389 0.4882
C 2.0161 3.6623 1.5995
H 0.1661 4.5578 0.9815
H 1.5748 5.1191 0.0864
H 0.8769 3.4439 -0.2223
H 1.7667 4.2286 2.4952
H 3.0913 3.7311 1.4231
H 1.9214 2.5802 1.7214



(x)
23
Properties=species:S:1:pos:R:3 method="wB97M-V/def2-TZVPD" gap_ev=10.04 e_homo_ev=-9.030 molar_mass_g_mol=122.2
C -0.5650 1.0857 -2.2695
C -1.9085 0.9670 -2.9925
H 0.0061 0.1595 -2.3106
H 0.0607 1.7435 -2.8821
H -0.6122 1.4788 -1.2608
H -1.7719 0.4044 -3.9068
H -2.3446 1.9416 -3.1618
H -2.6454 0.3808 -2.4315
C 0.0648 0.6356 3.2139
C 1.1894 -1.6622 -0.2245
C 2.0981 -0.7762 0.3438
C -0.0966 -1.7713 0.2651
C 1.7130 -0.0229 1.4411
C -0.4541 -1.0424 1.3808
C 0.4393 -0.1527 1.9814
H 1.5169 -2.2282 -1.0845
H 3.0539 -0.6794 -0.1351
H -0.7078 -2.4630 -0.2796
H 2.4265 0.6745 1.8543
H -1.4001 -1.1407 1.8793
H -0.8320 0.2192 3.6752
H -0.0872 1.6837 2.9496
H 0.8568 0.5648 3.9547



(y)
23
Properties=species:S:1:pos:R:3 method="wB97M-V/def2-TZVPD" gap_ev=9.92 e_homo_ev=-8.915 molar_mass_g_mol=122.2
C -2.4468 1.2669 -1.6727
C -3.2730 1.1061 -0.3783
H -1.3936 1.5488 -1.5895
H -2.3438 0.2788 -2.1142
H -3.0162 2.0028 -2.2461
H -3.4345 2.0357 0.1628
H -2.7674 0.2582 0.1273
H -4.2048 0.5356 -0.4463
C -0.0240 -0.2571 2.1153
C 1.8575 -1.5875 1.1275
C 1.1288 -0.4049 1.1605
C 2.8403 -1.8447 0.1696
C 1.2224 0.4167 0.0041
C 2.9856 -0.9596 -0.8891
C 2.1420 0.1403 -0.9793
H 1.8193 -2.3763 1.8718
H 3.4085 -2.7606 0.1132
H -0.8238 0.2222 1.5352
H -0.1040 0.5674 2.8371
H 0.6602 1.3412 0.0236
H 3.7891 -1.0999 -1.6042
H 2.2886 0.7898 -1.8345
H -0.3104 -1.2198 2.5064



(z)
23
Properties=species:S:1:pos:R:3 method="wB97M-V/def2-TZVPD" gap_ev=10.06 e_homo_ev=-9.061 molar_mass_g_mol=122.2
C 1.5057 -0.6699 1.6720
C -2.0573 0.3782 2.5502
C -2.7704 -0.2859 1.5869
C -0.6720 0.1999 2.6214
C 0.0283 -0.4459 1.6250
C -2.0871 -1.0297 0.6131
C -0.7217 -1.1879 0.6905
H -2.5301 1.0100 3.2877
H -3.8451 -0.3677 1.5325
H -0.0906 0.7197 3.3777
H -2.6161 -1.5912 -0.1481
H 1.9506 -0.1851 2.5553
H 2.0435 -0.2657 0.8315
H -0.2452 -1.9518 0.0850
H 1.7872 -1.7060 1.8798
C 1.2326 1.6746 -3.0994
C 1.3588 0.1503 -3.0873
H 0.6102 2.0082 -3.9350
H 0.7955 2.1026 -2.2009
H 2.1805 2.1286 -3.3134
H 1.4007 -0.2768 -4.0842
H 0.5100 -0.2334 -2.5156
H 2.2318 -0.1752 -2.5245



Least stable of them? (y).



(w)
23
Properties=species:S:1:pos:R:3 method="wB97M-V/def2-TZVPD" gap_ev=10.12 e_homo_ev=-9.084 molar_mass_g_mol=122.2
C -2.4575 -2.5377 -0.0626
C 0.4173 -0.4082 -1.3346
C 1.4480 -0.7739 -0.4830
C -0.8224 -1.0168 -1.2318
C -1.0921 -1.9240 -0.2095
C 1.2024 -1.7271 0.5047
C -0.0556 -2.2927 0.6318
H 0.6339 0.2727 -2.1477
H 2.3676 -0.2104 -0.4014
H -1.5707 -0.7755 -1.9733
H 2.0184 -1.9970 1.1601
H -2.3790 -3.4603 0.5191
H -2.8652 -2.8540 -1.0256
H -0.2311 -3.0695 1.3721
H -3.1779 -1.8946 0.4336
C 0.6724 2.7086 1.1631
C 0.9915 3.5135 -0.1002
H 0.7639 1.6365 0.9618
H 1.3591 2.8740 2.0023
H -0.3656 2.8415 1.4628
H 0.5025 4.4844 -0.0309
H 0.5741 2.9973 -0.9601
H 2.0661 3.6132 -0.2505



(x)
23
Properties=species:S:1:pos:R:3 method="wB97M-V/def2-TZVPD" gap_ev=9.89 e_homo_ev=-8.932 molar_mass_g_mol=122.2
C -0.6781 1.4843 -2.5012
C 1.2495 -0.2214 0.0268
C 0.8308 -1.5774 -0.0588
C 0.9699 0.7089 -0.9228
C 0.0128 0.3613 -1.9484
C 0.1525 -1.8651 -1.1929
C -0.3454 -0.9233 -2.0665
H 1.9678 -0.0987 0.9863
H 1.1342 -2.3504 0.6635
H 1.4760 1.6925 -0.8530
H -0.1361 -3.0005 -1.2982
H -0.1989 2.4616 -2.8106
H -1.2699 1.9532 -1.6486
H -1.0634 -1.3549 -2.9033
H -1.2488 1.3002 -3.4367
C -0.7662 0.2028 2.9012
C -0.7763 1.0750 4.1307
H -0.6960 -0.7299 3.0614
H -1.5819 0.4487 2.2573
H 0.0357 0.4231 2.2210
H -0.8806 2.2301 4.0241
H 0.1548 0.8020 4.8428
H -1.5902 0.7524 4.6857



Least stable of them? (x).



(w)
23
Properties=species:S:1:pos:R:3 method="wB97M-V/def2-TZVPD" gap_ev=10.13 e_homo_ev=-9.106 molar_mass_g_mol=122.2
C 0.7915 -1.4665 -1.3282
C -2.2650 -0.8688 0.8313
C -1.7751 -1.1248 2.1083
C -1.4221 -1.0090 -0.2625
C -0.0879 -1.3713 -0.0938
C -0.4404 -1.4477 2.2942
C 0.4006 -1.5695 1.1963
H -3.2980 -0.5966 0.6949
H -2.4004 -0.9649 2.9745
H -1.8323 -0.8454 -1.2484
H -0.0399 -1.5394 3.2985
H 0.9524 -2.5006 -1.6232
H 1.7256 -0.9109 -1.2495
H 1.4614 -1.7473 1.2908
H 0.1823 -1.0190 -2.1111
C 1.5550 2.3895 -0.3263
C 0.5004 2.5050 -1.4300
H 1.0018 2.4228 0.6150
H 1.8701 1.3351 -0.3139
H 2.5024 2.9200 -0.3578
H 0.1395 3.5180 -1.5406
H -0.2962 1.8667 -1.0529
H 0.7745 2.0246 -2.3658



(x)
23
Properties=species:S:1:pos:R:3 method="wB97M-V/def2-TZVPD" gap_ev=10.04 e_homo_ev=-9.016 molar_mass_g_mol=122.2
C -1.3254 -2.7759 2.1997
C 1.0674 -0.9707 -0.8985
C 1.2793 -2.3003 -0.5449
C 0.1577 -0.2091 -0.1660
C 0.5553 -2.9061 0.4658
C -0.6494 -0.8728 0.7348
C -0.4602 -2.2078 1.1029
H 1.7602 -0.4733 -1.5613
H 2.2207 -2.6462 -0.9608
H 0.1479 0.8607 -0.3314
H 0.8002 -3.9049 0.8100
H -1.2851 -0.2865 1.3935
H -1.1994 -2.1197 3.0457
H -0.9518 -3.7387 2.5475
H -2.3620 -2.8455 1.8863
C 0.7698 3.1448 -1.1333
C -0.6854 3.6235 -1.3025
H 0.7328 2.3402 -0.4253
H 1.2491 2.8190 -2.0545
H 1.2809 4.0436 -0.7892
H -0.7869 4.5670 -1.8473
H -1.2552 2.8563 -1.8185
H -1.0604 4.0022 -0.3528



Least stable of them? (x).